8
Properties=species:S:1:pos:R:3 method="wB97M-V/def2-TZVPD" homo_ev=-10.26 spin_multiplicity=1 relative_energy_kj_mol=262.36 gap_ev=10.0 total_charge=0
C -0.550 -1.462 0.092
N -0.119 -0.290 -0.070
F 1.256 1.857 -0.901
F -0.973 1.639 -0.830
F 1.596 0.840 1.175
S 0.265 1.304 0.275
H -0.687 -2.025 -0.743
H -0.789 -1.864 1.004

=====

9
Properties=species:S:1:pos:R:3 method="wB97M-V/def2-TZVPD" homo_ev="-6.78 / -9.08" spin_multiplicity=3 relative_energy_kj_mol=85.38 gap_ev="7.0 / 6.8" total_charge=0 s_squared=2.007
C -1.400 -0.757 0.979
N 1.187 1.209 -0.563
F -0.603 -1.771 0.891
F -2.599 -1.041 0.430
F -1.483 -0.346 2.207
S 2.390 0.282 -1.222
S -0.486 0.811 -0.604
H 1.323 2.052 -0.055
H 1.670 -0.439 -2.063

=====

7
Properties=species:S:1:pos:R:3 method="wB97M-V/def2-TZVPD" homo_ev="-10.89 / -13.99" spin_multiplicity=2 gap_ev="5.3 / 8.4" total_charge=+1 s_squared=0.759
C -0.842 -0.477 1.544
O 0.429 0.206 0.446
Na 1.457 2.091 1.111
Mg 0.516 -1.085 -0.904
F -0.832 -2.041 0.054
H -1.921 -0.384 1.410
H -0.321 -0.698 2.478